(P)
An isolated molecule of CH5O2PS2. Source: OMol25; level of theory: wB97M-V/def2-TZVPD.

Element x y z (Å)
O 1.471 1.124 0.345
C 0.816 -0.058 -0.106
O 1.499 -1.125 0.296
P -0.870 0.020 0.808
S -1.864 -1.595 -0.137
S -1.785 1.596 -0.220
H 2.326 1.277 -0.044
H 1.031 0.024 -1.211
H 1.551 -1.171 1.268
H -1.080 -1.764 -1.157
H -0.517 1.810 -0.473

The HOMO energy is -8.978 eV. The SMILES is OC(O)P(S)S.

---

(Q)
An isolated molecule of CH5O2PS2. Source: OMol25; level of theory: wB97M-V/def2-TZVPD.

Element x y z (Å)
O -1.716 -0.791 0.442
C -0.626 0.146 -0.343
O -1.207 1.405 -0.376
P 0.848 -0.214 0.760
S 2.206 1.323 0.051
S 1.711 -1.896 -0.120
H -2.019 -1.408 -0.224
H -0.502 -0.286 -1.366
H -0.812 1.919 0.346
H 1.627 2.402 0.668
H 0.489 -2.599 0.160

The HOMO energy is -8.856 eV. The SMILES is OC(O)P(S)S.

---

It turns out (P) is the most stable, with the second structure 3.7 kcal/mol higher.

---

(P)
An isolated molecule of C21H27N3O2. Source: OMol25; level of theory: wB97M-V/def2-TZVPD.

Element x y z (Å)
C 1.247 0.717 -5.787
C 1.769 1.854 -4.913
C 3.212 2.190 -5.275
C 1.663 1.477 -3.433
C 1.845 2.660 -2.500
O 1.922 3.805 -2.892
C 1.908 2.327 -1.076
C 2.143 3.250 -0.065
N 2.137 2.603 1.104
C 1.890 1.268 0.911
C 1.939 0.437 2.126
O 2.485 0.895 3.126
N 1.419 -0.811 2.101
C 0.539 -1.332 1.079
C -0.517 -2.243 1.721
N -0.922 -1.636 2.971
C -2.206 -2.094 3.459
C -3.318 -1.664 2.541
C -3.309 -0.382 2.003
C -4.325 0.033 1.162
C -5.368 -0.827 0.855
C -5.385 -2.103 1.390
C -4.363 -2.520 2.225
C 0.130 -1.738 3.968
C 1.504 -1.625 3.292
C 1.754 1.069 -0.445
H 0.206 0.497 -5.561
H 1.833 -0.187 -5.625
H 1.318 0.984 -6.839
H 1.154 2.744 -5.079
H 3.284 2.478 -6.321
H 3.859 1.330 -5.110
H 3.568 3.018 -4.668
H 2.406 0.717 -3.185
H 0.675 1.055 -3.225
H 2.307 4.306 -0.151
H 2.322 2.974 2.025
H 1.110 -1.895 0.329
H 0.034 -0.496 0.591
H -1.383 -2.305 1.060
H -0.125 -3.265 1.861
H -2.362 -1.634 4.442
H -2.231 -3.191 3.597
H -2.491 0.279 2.247
H -4.307 1.030 0.747
H -6.163 -0.503 0.200
H -6.195 -2.778 1.153
H -4.379 -3.520 2.637
H -0.009 -0.920 4.681
H 0.083 -2.692 4.522
H 1.876 -2.614 3.006
H 2.223 -1.158 3.966
H 1.593 0.137 -0.945

The HOMO energy is -8.769 eV. The SMILES is CC(C)CC(=O)c1c[nH]c(C(=O)N2CCN(Cc3ccccc3)CC2)c1.

---

(Q)
An isolated molecule of C21H27N3O2. Source: OMol25; level of theory: wB97M-V/def2-TZVPD.

Element x y z (Å)
O 2.567 2.207 -1.315
C 1.577 1.512 -1.210
N 0.504 1.627 -2.019
C 0.486 2.499 -3.171
C 0.751 1.726 -4.474
C -0.240 0.604 -4.661
C -1.499 0.843 -5.003
C -2.554 -0.211 -5.138
C -2.125 -1.515 -4.474
C -0.701 -1.855 -4.897
C 0.264 -0.787 -4.389
C 1.450 0.446 -0.126
C 2.537 -0.616 -0.339
C 2.550 -1.618 0.814
C 2.719 -0.884 2.145
N 1.684 0.118 2.295
C 0.549 -0.236 2.924
N 0.394 -1.284 3.675
C -0.887 -1.175 4.168
C -1.617 -1.989 5.019
C -2.908 -1.596 5.322
C -3.464 -0.432 4.800
C -2.748 0.395 3.947
C -1.463 0.000 3.648
O -0.530 0.598 2.843
C 1.658 1.108 1.246
H -0.267 0.985 -1.930
H 1.267 3.245 -3.016
H -0.488 2.992 -3.221
H 0.686 2.432 -5.303
H 1.766 1.328 -4.440
H -1.817 1.856 -5.214
H -2.748 -0.385 -6.202
H -3.488 0.150 -4.699
H -2.162 -1.404 -3.387
H -2.808 -2.320 -4.751
H -0.654 -1.895 -5.987
H -0.409 -2.834 -4.511
H 0.419 -0.911 -3.311
H 1.241 -0.914 -4.863
H 0.461 -0.022 -0.153
H 2.367 -1.136 -1.285
H 3.501 -0.109 -0.404
H 3.365 -2.330 0.681
H 1.610 -2.173 0.836
H 2.641 -1.573 2.985
H 3.685 -0.372 2.173
H -1.186 -2.890 5.423
H -3.504 -2.208 5.983
H -4.476 -0.163 5.064
H -3.170 1.299 3.540
H 0.863 1.826 1.450
H 2.617 1.634 1.239

The HOMO energy is -7.784 eV. The SMILES is O=C(NCCC1=CCCCC1)[C@H]1CCCN(c2nc3ccccc3o2)C1.

---

It turns out (Q) is the most stable, with the second structure 12.0 kcal/mol higher.

---

(P)
A cluster of 2 separate species, C7H14N in total. Source: OMol25; level of theory: wB97M-V/def2-TZVPD.

Element x y z (Å)
C -2.428 0.136 0.567
C -0.545 -0.835 -2.199
C -1.633 0.778 -0.494
C -0.860 -0.025 -1.238
C 1.174 1.966 -0.215
C 1.317 -1.653 0.974
C 1.042 0.470 -0.191
N 1.067 -0.257 0.918
H -3.463 0.707 0.745
H -2.689 -1.006 0.490
H 0.387 -1.264 -2.413
H -1.159 -0.940 -3.021
H -1.803 1.848 -0.484
H 2.172 2.210 -0.565
H 1.194 2.419 0.806
H 0.450 2.474 -0.898
H 2.367 -1.853 0.685
H 1.197 -2.139 2.030
H 0.533 -2.228 0.278
H 1.458 0.076 -1.147
H -2.126 0.342 1.612
H 0.998 -0.014 1.860

The HOMO energy is -13.411 eV. Its total charge is +1.

---

(Q)
The ion C7H14N with charge +1. Source: OMol25; level of theory: wB97M-V/def2-TZVPD.

Element x y z (Å)
C 3.503 0.257 -0.054
C 2.263 -0.327 0.515
C 1.330 -0.877 -0.290
C 0.037 -1.375 0.152
C -1.082 -0.653 -0.140
N -2.347 -1.275 0.382
C -1.168 0.640 -0.874
C -1.742 1.712 0.040
H 3.903 -0.307 -0.878
H 4.471 0.496 0.443
H 3.123 1.168 -0.677
H 2.081 -0.258 1.555
H 1.590 -0.904 -1.289
H -0.195 -2.347 0.511
H -2.321 -2.200 -0.146
H -3.171 -0.798 0.003
H -2.512 -1.424 1.446
H -0.068 0.970 -1.111
H -1.602 0.555 -1.899
H -2.774 1.538 0.252
H -1.846 2.595 -0.511
H -1.166 1.841 1.014

The HOMO energy is -12.732 eV. Its total charge is +1. The SMILES is C/C=C/C=C(/[NH3+])CC.

---

It turns out (Q) is the most stable, with the second structure 37.4 kcal/mol higher.

---

(P)
An isolated molecule of C4H6ClF. Source: OMol25; level of theory: wB97M-V/def2-TZVPD.

Element x y z (Å)
F 1.153 -1.540 0.437
C 1.365 -0.639 -0.631
C 0.802 0.755 -0.337
C -0.412 0.947 0.151
C -1.395 -0.044 0.726
Cl -2.732 -0.663 -0.405
H 2.442 -0.438 -0.701
H 0.911 -1.135 -1.578
H 1.531 1.577 -0.469
H -0.809 1.968 0.192
H -0.824 -0.972 1.038
H -2.032 0.183 1.577

The HOMO energy is -10.229 eV. The SMILES is FC/C=C\CCl.

---

(Q)
An isolated molecule of C4H6ClF. Source: OMol25; level of theory: wB97M-V/def2-TZVPD.

Element x y z (Å)
F 1.979 -0.310 -0.695
C 1.048 0.020 0.254
C 0.003 1.086 -0.014
C -0.843 -0.074 -0.561
Cl -2.662 -0.139 -0.234
C -0.023 -1.039 0.272
H 1.641 0.281 1.141
H 0.243 1.927 -0.677
H -0.372 1.564 0.987
H -0.671 -0.186 -1.576
H 0.105 -2.037 -0.189
H -0.448 -1.094 1.291

The HOMO energy is -10.652 eV. The SMILES is F[C@H]1C[C@H](Cl)C1.

---

(R)
An isolated molecule of C4H6ClF. Source: OMol25; level of theory: wB97M-V/def2-TZVPD.

Element x y z (Å)
C -0.665 -0.422 -1.521
C 0.129 -0.976 -0.335
C 0.492 -0.363 0.795
F 1.209 -0.996 1.742
C 0.156 1.036 1.169
Cl 1.578 2.098 1.176
H -1.594 -0.962 -1.654
H -0.790 0.638 -1.297
H -0.068 -0.541 -2.427
H 0.392 -2.018 -0.378
H -0.210 1.001 2.182
H -0.629 1.506 0.547

The HOMO energy is -9.621 eV. The SMILES is C/C=C(/F)CCl.

---

It turns out (R) is the most stable, with the second structure 9.7 kcal/mol higher.

---

(P)
A cluster of 2 separate species, C5H13NO in total. Source: OMol25; level of theory: wB97M-V/def2-TZVPD.

Element x y z (Å)
C -1.380 -2.142 0.824
N -0.517 -1.767 -0.303
C -0.659 -0.377 -0.813
C 0.387 3.109 0.775
C -0.183 2.035 -0.048
C 0.116 0.704 0.078
H -1.114 -1.734 1.810
H -2.325 -1.897 0.533
H -1.498 -3.178 1.012
H -0.750 -2.233 -1.173
H -1.635 0.115 -0.983
H -0.160 -0.307 -1.811
H 0.602 4.039 0.392
H -0.100 3.134 1.691
H 1.347 2.629 1.011
H -0.731 2.322 -0.948
H 1.243 0.397 0.282
H 1.727 -1.649 -0.418
H 2.933 -1.309 -1.339
O 2.695 -1.889 -0.572

The HOMO energy (spin up / spin down) is 0.905 / -2.870 eV. Its total charge is -1. Its multiplicity is 2.

---

(Q)
A cluster of 2 separate species, C5H13NO in total. Source: OMol25; level of theory: wB97M-V/def2-TZVPD.

Element x y z (Å)
C -1.720 1.537 1.006
N -1.494 0.706 -0.160
C -0.309 0.993 -0.939
C 2.711 -1.264 0.045
C 1.546 -0.654 -0.689
C 0.946 0.461 -0.287
H -1.136 1.150 1.852
H -1.433 2.571 0.838
H -2.742 1.389 1.327
H -2.333 0.520 -0.707
H -0.245 2.065 -1.145
H -0.386 0.531 -1.927
H 2.620 -2.341 0.138
H 3.642 -1.123 -0.513
H 2.804 -0.802 1.024
H 1.244 -1.149 -1.604
H 1.284 0.992 0.592
H -1.546 -1.091 0.518
H -1.722 -2.459 -0.116
O -1.731 -2.032 0.749

The HOMO energy (spin up / spin down) is 1.274 / -5.139 eV. Its total charge is -1. Its multiplicity is 2.

---

It turns out (Q) is the most stable, with the second structure 39.1 kcal/mol higher.

---

(P)
A cluster of 2 separate species, C6H9N3 in total. Source: OMol25; level of theory: wB97M-V/def2-TZVPD.

Element x y z (Å)
C 1.597 -0.877 1.027
C 1.077 0.052 -0.032
C -0.091 0.922 0.416
C -0.412 2.025 -0.240
N -0.752 3.067 -0.672
C -0.695 0.706 1.690
N -1.173 0.423 2.720
H 2.459 -1.438 0.629
H 1.965 -0.435 1.974
H 0.786 -1.619 1.351
H 1.954 0.699 -0.427
H 0.678 -0.634 -0.829
H -1.533 3.342 -1.233
C -1.244 -1.562 -1.004
N -1.543 -0.451 -1.473
H -1.498 -1.917 0.006
H -0.401 -2.190 -1.449
H -1.175 -0.116 -2.455

The HOMO energy is -8.634 eV. The SMILES is CCC(=C=N)C#N.C=N.

---

(Q)
An isolated molecule of C6H9N3. Source: OMol25; level of theory: wB97M-V/def2-TZVPD.

Element x y z (Å)
H 1.564 1.710 -2.439
N 1.712 1.594 -1.437
C 1.528 0.481 -0.949
C 0.917 -1.004 -1.167
C 0.834 -0.262 0.139
C 1.544 -0.817 1.238
N 2.049 -1.321 2.137
C -0.555 0.488 0.612
C -1.482 -0.556 1.220
N -1.123 1.194 -0.491
H 1.586 -1.855 -1.188
H 0.075 -1.059 -1.843
H -0.222 1.208 1.366
H -1.775 -1.283 0.462
H -2.377 -0.076 1.614
H -0.989 -1.090 2.028
H -1.593 2.042 -0.210
H -1.691 0.605 -1.090

The HOMO energy is -8.762 eV. The SMILES is [H]/N=C1\C[C@]1(C#N)[C@H](C)N.

---

(R)
A cluster of 2 separate species, C6H9N3 in total. Source: OMol25; level of theory: wB97M-V/def2-TZVPD.

Element x y z (Å)
C 1.706 0.920 -1.091
C 0.215 0.389 -1.305
C -0.643 0.574 -0.124
C -1.931 0.540 -0.052
N -3.118 0.632 0.002
C -0.217 1.139 1.093
N 0.200 1.647 2.013
H 2.027 1.523 -2.061
H 1.929 1.547 -0.325
H 2.294 0.026 -1.013
H -0.152 0.851 -2.290
H 0.248 -0.765 -1.431
H -3.888 0.022 0.126
C -0.075 -1.994 1.213
N 1.163 -1.883 0.959
H -0.807 -2.544 0.570
H -0.564 -1.495 2.054
H 1.612 -1.129 1.660

The HOMO energy is -8.975 eV. The SMILES is CCC(=C=N)C#N.C=N.

---

(S)
A cluster of 2 separate species, C6H9N3 in total. Source: OMol25; level of theory: wB97M-V/def2-TZVPD.

Element x y z (Å)
C 2.900 0.764 -0.107
C 2.082 -1.119 0.306
C -1.382 1.339 -0.328
C -1.477 0.767 1.080
C -1.153 -0.070 -0.067
C -1.550 -1.361 -0.631
N 3.236 -0.476 0.305
N 1.615 0.891 -0.365
N 1.117 -0.314 -0.122
H 3.597 1.568 -0.222
H 1.938 -2.144 0.577
H -2.274 1.622 -0.874
H -0.513 1.947 -0.541
H -0.701 1.047 1.775
H -2.443 0.614 1.547
H -1.195 -2.185 -0.014
H -1.155 -1.469 -1.638
H -2.642 -1.422 -0.680

The HOMO energy is -8.904 eV.

---

It turns out (Q) is the most stable, with the second structure 16.6 kcal/mol higher.

---

(P)
A cluster of 3 separate species, C6H9N3 in total. Source: OMol25; level of theory: wB97M-V/def2-TZVPD.

Element x y z (Å)
C 1.341 -0.174 4.055
C 1.561 1.010 4.897
N 1.732 1.934 5.553
H 1.517 -1.052 4.673
H 2.129 -0.135 3.302
H 0.366 -0.106 3.589
C 0.759 1.565 -1.063
C 0.816 1.663 0.403
N 0.888 1.802 1.542
H 1.221 0.634 -1.377
H 1.310 2.429 -1.433
H -0.255 1.608 -1.443
C -2.572 -2.241 -3.959
C -1.663 -1.182 -3.447
N -0.956 -0.353 -3.089
H -2.851 -2.834 -3.093
H -1.953 -2.820 -4.642
H -3.390 -1.748 -4.470

The HOMO energy is -11.118 eV. The SMILES is CC#N.CC#N.CC#N.

---

(Q)
A structure of composition C6H9N3. Source: OMol25; level of theory: wB97M-V/def2-TZVPD.

Element x y z (Å)
C -1.436 0.149 2.355
C -0.315 0.877 1.984
C -0.767 -0.653 0.517
C 0.796 0.229 -0.373
C 0.765 1.599 -1.034
C 0.144 -1.930 -1.491
N -1.781 -0.735 1.315
N 0.234 0.198 0.994
N -0.246 -0.703 -0.814
H -2.206 0.289 3.093
H 0.198 1.604 2.483
H 1.839 -0.309 -0.526
H -0.254 2.102 -0.913
H 0.936 1.611 -2.085
H 1.545 2.324 -0.683
H -0.764 -2.500 -1.751
H 0.663 -1.510 -2.386
H 0.649 -2.641 -0.688

The HOMO energy is -8.097 eV.

---

It turns out (P) is the most stable, with the second structure 39.7 kcal/mol higher.

---

(P)
A structure of composition C2H12NO4. Source: OMol25; level of theory: wB97M-V/def2-TZVPD.

Element x y z (Å)
C 0.275 1.191 1.732
N -0.162 0.089 0.883
C -1.560 -0.195 0.885
O -2.276 0.463 -0.106
H 0.230 2.169 1.230
H 1.363 1.066 1.989
H -0.290 1.357 2.736
H 0.250 0.269 -0.026
H -2.096 0.030 1.770
H -1.638 -1.248 0.568
H 2.313 -0.727 -0.044
H 1.632 -1.060 1.206
O 2.507 -1.062 0.781
H -0.654 0.753 -2.762
H -1.525 0.401 -0.970
O -0.800 0.250 -2.020
H 0.408 -0.394 -1.722
H 1.595 -1.542 -1.565
O 1.475 -0.610 -1.692

The HOMO energy is -4.656 eV. Its total charge is -1.

---

(Q)
A cluster of 4 separate species, C2H12NO4 in total. Source: OMol25; level of theory: wB97M-V/def2-TZVPD.

Element x y z (Å)
C 0.538 1.065 1.676
N -0.078 1.645 0.477
C 0.829 1.849 -0.643
O 1.237 0.631 -1.311
H 0.921 2.024 2.140
H 1.456 0.478 1.503
H -0.038 0.469 2.371
H -0.848 1.017 0.277
H 1.749 2.241 -0.209
H 0.244 2.492 -1.295
H 0.345 -2.986 -0.835
H -0.881 -2.119 -1.334
O -0.319 -2.975 -1.485
H -2.419 -1.176 -0.928
H 0.441 0.084 -1.238
O -1.576 -0.775 -1.131
H -0.920 -0.866 0.016
H -0.098 -1.947 0.858
O -0.582 -1.152 1.089

The HOMO energy is -5.065 eV. Its total charge is -1.

---

It turns out (P) is the most stable, with the second structure 1.9 kcal/mol higher.

---

(P)
A cluster of 2 separate species, C3H11N2 in total. Source: OMol25; level of theory: wB97M-V/def2-TZVPD.

Element x y z (Å)
C 0.345 1.213 -2.194
N 0.296 1.861 -1.108
H 0.632 1.621 -3.165
H 0.221 0.131 -2.202
H -0.373 0.435 -0.080
H 0.394 2.853 -1.335
C -1.246 -1.398 0.681
N -0.348 -0.179 0.756
C 1.041 -0.460 1.200
H -0.609 -2.249 0.487
H -1.735 -1.499 1.646
H -1.997 -1.190 -0.069
H -0.755 0.411 1.488
H 1.571 -1.046 0.460
H 1.021 -1.005 2.136
H 1.545 0.502 1.299

The HOMO energy is -15.074 eV. Its total charge is +1.

---

(Q)
A cluster of 2 separate species, C3H11N2 in total. Source: OMol25; level of theory: wB97M-V/def2-TZVPD.

Element x y z (Å)
C -0.417 0.334 2.886
C -0.312 0.754 -0.829
C 0.525 -0.390 -1.249
N 1.072 -0.454 -2.591
N -0.770 -0.240 1.571
H 0.645 0.521 2.856
H -0.527 -0.387 3.705
H -0.976 1.239 -1.529
H 0.260 1.466 -0.245
H 0.062 -1.358 -0.979
H 1.432 -0.371 -0.638
H 0.894 -1.358 -3.020
H 0.622 0.232 -3.195
H -0.796 0.293 0.526
H -1.493 -0.927 1.729
H -0.951 1.269 3.038

The HOMO energy is -13.950 eV. Its total charge is +1.

---

It turns out (P) is the most stable, with the second structure 112.9 kcal/mol higher.

---

(P)
The ion C3H11N2 with charge +1. Source: OMol25; level of theory: wB97M-V/def2-TZVPD.

Element x y z (Å)
C -1.171 -0.533 1.342
N -0.273 -1.048 0.272
C 1.038 -0.308 0.179
C 0.749 1.031 -0.479
N -0.113 0.763 -1.631
H -2.049 -1.165 1.400
H -0.643 -0.524 2.283
H -1.541 0.455 1.072
H -0.088 -2.035 0.419
H -0.695 -0.824 -0.653
H 1.666 -0.884 -0.494
H 1.466 -0.246 1.174
H 1.693 1.522 -0.732
H 0.234 1.725 0.175
H 0.417 0.509 -2.457
H -0.689 1.564 -1.868

The HOMO energy is -14.615 eV. Its total charge is +1. The SMILES is C[NH2+]CCN.

---

(Q)
A structure of composition C3H11N2. Source: OMol25; level of theory: wB97M-V/def2-TZVPD.

Element x y z (Å)
C -0.920 0.855 2.458
C 1.025 -0.025 -0.486
C -0.056 -0.630 -1.346
N 0.596 -1.330 -2.445
N -0.720 0.940 1.040
H -0.847 -0.190 2.786
H -1.950 1.123 2.735
H 1.483 0.836 -0.973
H 1.820 -0.738 -0.236
H -0.681 0.118 -1.847
H -0.772 -1.228 -0.759
H -0.013 -1.905 -3.000
H 1.537 -1.655 -2.303
H 0.187 0.434 0.521
H -0.441 1.901 0.814
H -0.248 1.494 3.039

The HOMO energy is -13.408 eV. Its total charge is +1.

---

It turns out (P) is the most stable, with the second structure 125.0 kcal/mol higher.